DFT (ωB97M-V/def2-TZVPD) results for C10H16BrFO in the gas phase.

Output
- relative energy (zero: lowest compared OMol25 entry of this formula, charge and spin) (kJ/mol) = 29.2
- SMILES = CC(C)(C=C=O)CC(C)(C)[C@H](F)Br
- HOMO energy (eV) = -9.17
- frontier orbital gap (eV) = 9.53
- lowest unoccupied orbital energy (eV) = 0.36

CARTESIAN COORDINATES (ANGSTROEM)
C: -2.64854 -0.71212 -0.22712
C: -1.11609 -0.73814 0.15663
C: -0.98281 -0.51448 1.65816
C: -0.56714 -2.09643 -0.23873
C: -1.04285 -3.19655 0.21361
O: -1.38372 -4.17359 0.76819
C: -0.43058 0.49923 -0.50651
C: 1.04610 0.85469 -0.29059
C: 1.32980 2.03156 -1.31158
C: 1.31111 1.59519 1.06842
C: 1.99064 -0.26080 -0.54711
F: 3.22409 0.08489 -0.02180
Br: 2.42314 -0.64021 -2.59596
H: -3.02375 0.22548 0.07564
H: -3.22195 -1.53962 0.34237
H: -2.66122 -0.72683 -1.29610
H: -1.75477 -1.03886 2.15536
H: -0.99585 0.52565 2.00254
H: 0.02477 -0.86348 1.94581
H: -0.28072 -2.16783 -1.31793
H: -0.40285 0.36913 -1.59175
H: -0.93173 1.37714 -0.29262
H: 0.48456 2.84475 -1.24512
H: 1.43483 1.70663 -2.42193
H: 2.22846 2.46834 -1.01024
H: 0.55037 2.24326 1.58407
H: 2.19488 2.18423 1.03737
H: 1.51080 0.92173 1.99574
H: 1.69102 -1.26299 -0.08882

Force components x, y, z for each atom (eV/Å):
1.326 -1.234 1.345
-0.946 1.436 0.733
1.500 0.113 0.036
0.623 1.918 -2.946
-0.692 -2.791 2.321
0.277 1.020 -0.946
1.589 -3.027 -1.603
-0.999 2.878 -0.198
-2.540 -0.083 -1.658
-0.099 -1.845 3.237
1.534 -1.648 0.422
-0.428 -0.352 -0.435
-0.640 -0.096 1.851
-0.732 1.178 0.456
0.906 1.187 -1.338
-0.652 -0.577 -0.714
-0.591 -0.765 0.910
-0.398 -0.062 -0.464
-0.553 -0.158 0.277
0.128 -0.099 0.908
-0.791 -0.125 -0.233
-1.488 1.575 0.518
1.571 -1.576 -0.025
-0.440 0.506 2.076
1.487 0.898 0.164
-0.027 -0.467 -1.603
0.777 0.475 -0.334
-0.138 0.426 -1.770
0.435 1.294 -0.986

Löwdin atomic charge list, values in e, 4 entries: -0.02 -0.50 -0.05 -0.08